Below is a molecular structure, C45H56ClGaN9O5SSi, with properties calculated with ωB97M-V/def2-TZVPD.

The geometry in XYZ format:
```
119
Properties=species:S:1:pos:R:3:lowdin_charge:R:1
Ga -0.35 -0.07 -0.29 0.531
C -2.73 -3.35 -0.98 -0.157
Si -1.27 -3.27 0.18 0.473
C -2.14 -3.68 1.82 -0.178
C -0.16 -4.65 -0.44 -0.155
N -0.23 -1.83 0.47 -0.082
C 0.73 -2.06 1.49 -0.277
C 0.74 -3.26 2.24 -0.079
C 1.62 -3.50 3.27 -0.067
C 2.56 -2.56 3.63 -0.073
C 2.62 -1.39 2.90 -0.003
C 1.75 -1.16 1.85 -0.205
O 1.90 -0.01 1.07 -0.074
C 3.19 0.54 1.08 -0.291
C 3.43 1.72 1.75 -0.015
C 4.71 2.26 1.75 -0.065
C 5.74 1.61 1.09 -0.072
C 5.49 0.40 0.44 -0.055
C 4.22 -0.14 0.43 -0.009
H -3.39 -2.49 -0.98 0.000
H -2.43 -3.53 -2.01 0.033
H -3.31 -4.21 -0.64 0.054
H -2.22 -4.77 1.92 0.052
H -3.16 -3.30 1.81 0.036
H -1.65 -3.31 2.72 0.021
H -0.55 -5.63 -0.13 0.046
H 0.88 -4.59 -0.10 0.032
H -0.16 -4.65 -1.53 0.035
H 0.03 -4.04 2.01 0.057
H 1.56 -4.45 3.79 0.112
H 3.25 -2.73 4.45 0.108
H 3.37 -0.64 3.14 0.123
H 2.63 2.21 2.28 0.122
H 4.89 3.19 2.27 0.113
H 6.74 2.02 1.10 0.108
H 6.30 -0.12 -0.05 0.111
H 4.03 -1.09 -0.05 0.108
C 2.17 -1.82 -1.61 -0.020
N 2.01 -0.87 -2.69 -0.088
C 2.16 -1.47 -4.02 -0.041
C 1.64 0.41 -2.54 -0.350
N 0.99 0.87 -1.45 0.125
C 1.29 2.21 -1.04 -0.189
C 2.59 2.65 -1.15 -0.042
C 2.99 3.94 -0.76 -0.054
C 2.08 4.78 -0.19 -0.025
C 0.74 4.36 0.00 -0.153
C -0.16 5.24 0.63 -0.029
C -1.46 4.88 0.85 -0.055
C -1.90 3.62 0.43 -0.032
C -1.07 2.74 -0.23 -0.242
N -1.60 1.48 -0.60 0.100
C -2.82 1.49 -1.15 -0.363
N -3.74 0.57 -0.81 -0.101
C -4.74 0.07 -1.75 -0.026
C -3.64 -0.14 0.45 -0.022
N -3.19 2.45 -2.02 -0.119
C -4.53 3.02 -2.03 -0.031
C -2.23 3.13 -2.86 -0.014
C 0.31 3.07 -0.44 -0.046
N 2.01 1.25 -3.55 -0.147
C 3.33 1.16 -4.16 -0.041
C 1.24 2.41 -3.95 -0.025
H 3.12 -2.35 -1.75 0.112
H 1.36 -2.55 -1.63 0.082
H 2.18 -1.32 -0.66 0.047
H 1.63 -2.42 -4.02 0.086
H 3.21 -1.66 -4.24 0.099
H 1.72 -0.83 -4.78 0.098
H 3.35 1.98 -1.53 0.121
H 4.02 4.24 -0.88 0.117
H 2.36 5.77 0.14 0.118
H 0.20 6.21 0.95 0.117
H -2.14 5.55 1.36 0.112
H -2.92 3.31 0.63 0.127
H -5.75 0.25 -1.37 0.102
H -4.60 -1.00 -1.89 0.083
H -4.62 0.54 -2.72 0.089
H -3.47 0.56 1.27 0.095
H -2.83 -0.88 0.45 0.039
H -4.57 -0.66 0.62 0.112
H -5.12 2.62 -1.22 0.093
H -5.04 2.83 -2.98 0.099
H -4.44 4.11 -1.90 0.100
H -1.36 2.49 -2.98 0.052
H -1.92 4.09 -2.43 0.105
H -2.67 3.31 -3.83 0.111
H 3.94 0.43 -3.65 0.094
H 3.81 2.14 -4.07 0.099
H 3.27 0.91 -5.22 0.099
H 0.21 2.27 -3.66 0.046
H 1.28 2.48 -5.04 0.110
H 1.64 3.33 -3.51 0.099
O -0.75 0.28 -3.86 -0.299
Cl -1.34 -0.93 -3.37 0.748
O -2.68 -1.08 -3.84 -0.266
O -0.54 -2.06 -3.70 -0.290
O -1.42 -0.84 -1.89 -0.375
S -2.25 1.66 6.23 1.004
C -1.65 1.20 4.61 -0.493
C -1.95 -0.03 4.05 -0.033
C -1.52 -0.31 2.77 -0.122
N -0.83 0.56 2.03 0.065
C -0.49 1.72 2.60 -0.095
C -0.87 2.08 3.88 -0.042
C -3.98 1.74 5.80 -0.520
C -4.52 2.93 5.33 -0.079
C -5.86 2.94 4.96 -0.138
N -6.65 1.88 5.04 0.067
C -6.13 0.76 5.53 -0.134
C -4.81 0.63 5.93 -0.083
H -2.52 -0.78 4.59 0.116
H -1.72 -1.26 2.31 0.074
H 0.09 2.40 2.00 0.102
H -0.59 3.04 4.29 0.115
H -3.91 3.82 5.24 0.106
H -6.31 3.85 4.59 0.108
H -6.81 -0.09 5.60 0.110
H -4.44 -0.30 6.33 0.106
```

M: 968.33 g mol⁻¹
Relative energy (zero: lowest compared OMol25 entry of this formula, charge and spin): 0.0 kcal/mol
LUMO level: -2.21 eV
HOMO-LUMO gap: 7.797 eV
Net charge: +1
Calculated total energy: -154825.0695 eV